{
  "formula": "C66H95BO4P",
  "method": "ωB97M-V/def2-TZVPD",
  "species": ["C", "C", "C", "C", "C", "C", "C", "C", "C", "C", "C", "C", "C", "C", "C", "C", "P", "O", "C", "C", "C", "C", "C", "C", "B", "O", "O", "C", "C", "O", "H", "H", "H", "H", "H", "H", "H", "H", "H", "H", "H", "H", "H", "H", "H", "H", "H", "H", "H", "H", "H", "H", "H", "H", "H", "H", "H", "H", "H", "H", "H", "H", "H", "H", "H", "H", "H", "H", "H", "H", "H", "H", "H", "H", "H", "H", "H", "H", "H", "H", "H", "H", "H", "C", "C", "C", "C", "C", "C", "H", "H", "H", "H", "H", "H", "C", "C", "C", "C", "C", "C", "H", "H", "H", "H", "H", "H", "C", "C", "C", "C", "C", "C", "H", "H", "H", "H", "H", "H", "C", "C", "C", "C", "C", "C", "H", "H", "H", "H", "H", "H", "C", "C", "C", "C", "C", "C", "H", "H", "H", "H", "H", "H", "C", "C", "C", "C", "C", "C", "H", "H", "H", "H", "H", "H", "C", "C", "C", "C", "C", "C", "H", "H", "H", "H", "H", "H"],
  "positions_angstrom": [[0.575, -1.266, 4.507], [-0.124, -0.235, 3.518], [-1.083, -0.933, 2.474], [-2.618, -0.708, 2.778], [-3.412, -0.254, 1.488], [-2.934, 1.211, 1.138], [-4.128, 2.248, 0.951], [-4.262, 3.187, 2.207], [-3.432, 4.520, 2.066], [-1.916, 4.268, 1.769], [-1.090, 5.546, 1.386], [0.324, 5.593, 2.118], [1.440, 4.803, 1.338], [1.444, 3.241, 1.659], [0.575, 2.395, 0.655], [1.221, 1.039, 0.180], [2.877, 1.172, -0.754], [4.394, 1.076, -1.670], [5.389, 0.316, -1.001], [6.466, 1.154, -0.222], [5.925, 1.866, 1.070], [6.859, 1.594, 2.319], [5.781, 3.421, 0.800], [4.693, -0.719, -0.020], [4.274, -2.172, -0.564], [3.643, -2.332, -1.825], [4.504, -3.334, 0.257], [3.478, -3.384, 1.275], [4.022, -2.715, 2.595], [3.421, -0.150, 0.301], [0.292, -2.300, 4.217], [0.320, -1.027, 5.565], [1.677, -1.171, 4.344], [-0.671, 0.548, 4.100], [0.682, 0.291, 2.957], [-0.781, -0.563, 1.464], [-0.928, -2.040, 2.457], [-2.704, 0.113, 3.533], [-3.081, -1.659, 3.132], [-3.098, -0.906, 0.635], [-4.515, -0.276, 1.630], [-2.362, 1.585, 2.024], [-2.240, 1.229, 0.271], [-3.798, 2.911, 0.105], [-5.076, 1.751, 0.646], [-5.333, 3.497, 2.303], [-3.965, 2.599, 3.107], [-3.899, 5.234, 1.347], [-3.503, 5.020, 3.070], [-1.875, 3.587, 0.885], [-1.478, 3.787, 2.677], [-0.836, 5.470, 0.296], [-1.654, 6.499, 1.509], [0.617, 6.677, 2.093], [0.210, 5.271, 3.176], [2.419, 5.183, 1.741], [1.449, 5.014, 0.247], [2.481, 2.872, 1.797], [0.961, 3.171, 2.672], [-0.357, 2.115, 1.217], [0.203, 3.020, -0.200], [0.462, 0.541, -0.484], [1.320, 0.392, 1.085], [2.344, 0.115, -1.618], [2.428, 2.124, -1.767], [3.449, 2.226, 0.038], [5.962, -0.312, -1.737], [7.275, 0.442, 0.092], [6.860, 1.937, -0.916], [4.912, 1.521, 1.387], [7.831, 2.137, 2.259], [7.111, 0.502, 2.255], [6.317, 1.789, 3.274], [5.283, 3.586, -0.182], [6.789, 3.890, 0.865], [5.079, 3.808, 1.577], [5.272, -0.870, 0.938], [2.730, -2.577, -1.630], [3.155, -4.430, 1.484], [2.589, -2.805, 0.931], [3.687, -1.652, 2.626], [5.137, -2.772, 2.600], [3.607, -3.248, 3.485], [-8.418, 0.777, -3.266], [-9.382, 0.535, -2.293], [-9.002, 0.081, -1.034], [-7.656, -0.123, -0.746], [-6.693, 0.122, -1.718], [-7.074, 0.568, -2.979], [-8.715, 1.128, -4.247], [-10.430, 0.700, -2.515], [-9.754, -0.114, -0.278], [-7.360, -0.473, 0.236], [-5.644, -0.036, -1.493], [-6.323, 0.753, -3.738], [-9.385, -0.869, -9.227], [-8.531, -0.892, -8.131], [-8.928, -0.320, -6.928], [-10.183, 0.266, -6.819], [-11.039, 0.285, -7.914], [-10.639, -0.278, -9.119], [-9.073, -1.311, -10.166], [-7.555, -1.355, -8.215], [-8.259, -0.333, -6.076], [-10.495, 0.707, -5.879], [-12.018, 0.741, -7.828], [-11.303, -0.258, -9.974], [6.575, -8.822, 0.417], [7.527, -7.825, 0.243], [7.151, -6.488, 0.289], [5.823, -6.145, 0.518], [4.872, -7.144, 0.696], [5.247, -8.482, 0.641], [6.869, -9.865, 0.378], [8.564, -8.091, 0.070], [7.892, -5.711, 0.146], [5.529, -5.100, 0.558], [3.837, -6.879, 0.876], [4.503, -9.259, 0.774], [10.435, -0.387, 1.215], [11.786, -0.101, 1.064], [12.609, -0.978, 0.368], [12.078, -2.137, -0.187], [10.726, -2.421, -0.039], [9.905, -1.549, 0.665], [9.792, 0.294, 1.760], [12.198, 0.806, 1.490], [13.664, -0.757, 0.255], [12.719, -2.818, -0.734], [10.312, -3.323, -0.473], [8.851, -1.773, 0.785], [8.594, 0.636, 5.784], [7.706, -0.425, 5.913], [7.034, -0.627, 7.113], [7.243, 0.238, 8.180], [8.128, 1.302, 8.050], [8.807, 1.498, 6.853], [9.120, 0.791, 4.849], [7.539, -1.095, 5.079], [6.347, -1.458, 7.215], [6.715, 0.084, 9.114], [8.290, 1.977, 8.881], [9.501, 2.324, 6.753], [-8.841, -5.898, -7.577], [-8.582, -6.580, -6.394], [-8.401, -5.875, -5.210], [-8.490, -4.488, -5.207], [-8.753, -3.806, -6.389], [-8.924, -4.510, -7.575], [-8.978, -6.447, -8.501], [-8.519, -7.662, -6.395], [-8.193, -6.407, -4.289], [-8.354, -3.938, -4.283], [-8.824, -2.729, -6.386], [-9.124, -3.977, -8.497], [-6.378, 5.176, -1.497], [-7.323, 6.136, -1.154], [-8.589, 5.745, -0.735], [-8.907, 4.394, -0.649], [-7.960, 3.435, -0.989], [-6.698, 3.826, -1.417], [-5.391, 5.481, -1.827], [-7.073, 7.189, -1.214], [-9.329, 6.494, -0.474], [-9.893, 4.089, -0.318], [-8.206, 2.384, -0.921], [-5.962, 3.078, -1.686]],
  "mulliken_charge": [-1.148, 0.427, -0.205, -1.067, -0.820, 0.721, -0.370, -0.871, -1.161, 0.891, -0.845, -0.947, -0.919, -0.473, 1.307, -0.231, 0.777, -0.691, 0.114, -0.908, 1.973, -1.310, -1.605, -0.171, 0.676, -0.720, -0.327, -0.178, -0.627, 0.069, 0.292, 0.308, 0.218, 0.380, -0.524, -0.061, 0.640, 0.317, 0.454, 0.350, 0.261, -0.408, 0.285, 0.300, 0.071, 0.338, 0.372, 0.346, 0.346, -0.347, 0.140, 0.271, 0.419, 0.333, 0.421, 0.272, 0.435, 0.309, 0.389, -1.504, 0.598, 0.375, -0.778, -0.204, -0.032, -0.611, 0.316, -0.040, 0.431, -0.543, 0.310, 0.189, 0.332, 0.396, 0.458, 0.222, -0.572, 0.256, 0.351, 0.240, -0.135, 0.169, 0.419, -0.147, -0.502, -0.564, -0.417, -0.161, -0.943, 0.597, 0.402, 0.392, 0.389, 0.496, 0.441, -0.376, -0.382, -0.359, -0.131, -0.513, -0.458, 0.421, 0.408, 0.367, 0.334, 0.365, 0.363, -0.397, -0.376, -0.670, 0.114, -0.485, -0.436, 0.345, 0.352, 0.546, 0.423, 0.304, 0.349, -0.204, -0.524, -0.312, -0.429, -0.454, -0.429, 0.381, 0.364, 0.350, 0.352, 0.373, 0.518, -0.196, -0.393, -0.425, -0.383, -0.320, -0.494, 0.377, 0.409, 0.372, 0.352, 0.347, 0.358, -0.430, -0.429, -0.354, -0.596, 0.004, -0.335, 0.355, 0.350, 0.360, 0.447, 0.240, 0.365, -0.425, -0.488, -0.350, -0.627, 0.062, -0.209, 0.404, 0.369, 0.366, 0.384, 0.273, 0.254],
  "gap_ev": 6.04,
  "total_charge": -1,
  "energy_ha": -3239.00775,
  "e_homo_ha": -0.155
}